Run P
One molecule with the formula C4H10S. Source: OMol25; level of theory: ωB97M-V/def2-TZVPD.

```
15
Properties=species:S:1:pos:R:3:mulliken_charge:R:1
C 1.94 0.53 1.24 -0.947
C 1.51 -0.18 -0.13 -0.629
C 0.03 0.16 -0.66 -0.631
S -1.21 -0.59 0.64 -0.079
C -2.69 -0.55 -0.47 -0.728
H 1.17 0.38 2.03 0.303
H 1.81 1.62 1.04 0.258
H 3.00 0.30 1.46 0.309
H 2.14 0.22 -0.90 0.353
H 1.53 -1.22 0.08 0.364
H -0.03 1.31 -0.76 0.279
H -0.31 -0.19 -1.64 0.375
H -3.09 0.45 -0.48 0.260
H -3.46 -1.25 0.01 0.301
H -2.34 -0.99 -1.47 0.210
```

Results
Kohn-Sham gap = 9.599 eV
SMILES = CCCSC

Run Q
C4H10S as an isolated structure. Source: OMol25; level of theory: ωB97M-V/def2-TZVPD.

```
15
Properties=species:S:1:pos:R:3:mulliken_charge:R:1
C -2.43 0.10 0.21 -0.878
C 0.45 -0.04 0.22 0.279
C 1.72 -1.03 0.08 -1.081
C 0.82 1.21 -0.31 -1.272
H -2.61 1.15 0.26 0.393
H -3.32 -0.45 -0.64 0.191
H -2.88 -0.31 1.31 0.273
H -0.17 -0.04 1.23 0.246
H 1.98 -2.12 0.96 0.250
H 2.79 -0.37 0.14 0.262
H 1.80 -1.48 -0.95 0.326
H -0.20 1.78 -0.86 0.217
H 1.54 1.47 0.19 0.613
H 1.50 1.01 -1.34 0.260
S -1.00 -0.90 -0.52 -0.078
```

Results
Kohn-Sham gap = 9.522 eV

The most stable of them is run P.

Run P
A 2-piece molecular cluster, C4H10S overall. Source: OMol25; level of theory: ωB97M-V/def2-TZVPD.

```
15
Properties=species:S:1:pos:R:3:mulliken_charge:R:1
C 2.13 1.26 2.37 -0.434
C 3.27 1.27 3.05 -0.419
H 1.21 1.87 2.67 0.195
H 1.98 0.60 1.57 0.229
H 3.49 2.13 3.71 0.223
H 3.99 0.40 3.09 0.203
C -1.80 -0.55 -0.44 -0.860
S -2.70 0.00 -2.01 -0.060
C -1.76 -1.14 -3.29 -0.757
H -2.50 -0.28 0.39 0.284
H -1.51 -1.65 -0.23 0.300
H -0.85 -0.12 -0.12 0.298
H -2.31 -2.05 -3.64 0.270
H -0.68 -1.28 -3.02 0.275
H -1.97 -0.47 -4.12 0.253
```

Results
Kohn-Sham gap = 9.616 eV
SMILES = C=C.CSC

Run Q
A 2-piece molecular cluster, C4H10S overall. Source: OMol25; level of theory: ωB97M-V/def2-TZVPD.

```
15
Properties=species:S:1:pos:R:3:mulliken_charge:R:1
C 1.21 0.65 -1.45 -0.900
C 1.14 1.03 1.24 -0.742
C 0.81 -1.49 0.43 -0.974
C -2.60 0.13 -0.12 -1.016
S 0.36 0.26 -0.04 0.410
H 1.67 -0.12 -2.14 0.257
H 0.60 1.25 -2.06 0.301
H 0.35 0.82 1.98 0.212
H 1.30 2.09 1.14 0.331
H 1.78 -1.29 0.93 0.367
H 0.09 -1.64 1.15 0.353
H 0.72 -2.00 -0.47 0.372
H -2.29 0.04 -1.16 0.302
H -2.56 -0.84 0.29 0.363
H -2.59 1.12 0.29 0.365
```

Results
Kohn-Sham gap (alpha / beta) = 7.916 / 6.267 eV

The most stable of them is run P.

Run P
One molecule with the formula C4H10N2. Source: OMol25; level of theory: ωB97M-V/def2-TZVPD.

```
16
Properties=species:S:1:pos:R:3:mulliken_charge:R:1
C -2.24 0.00 0.36 -0.949
N -1.03 0.00 -0.44 -0.178
C -0.04 -1.03 -0.12 -0.796
C 1.07 0.01 -0.37 0.405
N 2.23 -0.02 0.50 -0.756
C -0.04 1.03 -0.13 -0.749
H -2.84 0.90 0.15 0.293
H -2.86 -0.88 0.08 0.281
H -1.99 -0.07 1.44 0.371
H -0.01 -1.31 0.93 0.361
H -0.10 -1.92 -0.73 0.335
H 1.35 0.00 -1.46 0.234
H 2.77 0.84 0.36 0.239
H 2.87 -0.76 0.20 0.254
H -0.09 1.90 -0.77 0.311
H -0.03 1.39 0.93 0.344
```

Results
Kohn-Sham gap = 9.793 eV
SMILES = CN1CC(N)C1

Run Q
One molecule with the formula C4H10N2. Source: OMol25; level of theory: ωB97M-V/def2-TZVPD.

```
16
Properties=species:S:1:pos:R:3:mulliken_charge:R:1
H 0.42 2.29 1.98 0.210
N -0.37 1.48 2.08 -0.707
C -0.54 0.60 1.17 0.067
N 0.14 0.39 0.00 0.048
C 0.93 1.44 -0.57 -1.084
C -0.06 -0.74 -0.81 -0.235
C -0.64 -1.95 -0.20 -1.326
H -1.21 -0.17 1.45 0.453
H 0.46 2.52 -0.19 0.375
H 2.15 1.31 -0.28 0.239
H 0.65 1.43 -1.85 0.264
H -0.49 -0.58 -1.78 0.382
H 0.90 -1.09 -1.07 0.382
H -0.27 -1.95 0.91 0.325
H -1.73 -2.00 -0.17 0.316
H -0.34 -2.99 -0.68 0.289
```

Results
Kohn-Sham gap = 9.431 eV
SMILES = [H]/N=C\N(C)CC

Run R
A 2-piece molecular cluster, C4H10N2 overall. Source: OMol25; level of theory: ωB97M-V/def2-TZVPD.

```
16
Properties=species:S:1:pos:R:3:mulliken_charge:R:1
H 1.61 -0.17 -1.87 0.241
N 1.79 -0.57 -0.96 -0.660
C 2.30 0.19 -0.07 0.120
N 2.42 -0.12 1.26 -0.453
H 2.72 1.15 -0.50 0.267
H 2.32 -1.11 1.51 0.256
H 3.13 0.43 1.75 0.236
C -2.79 0.61 1.00 -0.685
C -1.93 -0.07 0.19 0.052
C -1.92 -0.09 -1.30 -0.835
H -2.56 0.80 2.09 0.232
H -3.56 1.18 0.51 0.264
H -1.17 -0.78 0.52 0.278
H -2.51 -1.01 -1.58 0.242
H -2.48 0.77 -1.69 0.300
H -0.93 -0.25 -1.77 0.143
```

Results
Kohn-Sham gap = 10.000 eV
SMILES = [H]/N=C/N.C=CC

The most stable of them is run P.